2 unconnected molecules or ions with the total composition C6H12O, computed with ωB97M-V with the def2-TZVPD basis set.

XYZ file:
```
19
C6H12O | the Open Molecules 2025 dataset | ωB97M-V with the def2-TZVPD basis set
C -1.01 -2.44 0.42
C 1.84 0.29 -0.61
C 0.73 -0.12 -1.55
O -0.41 0.60 -1.10
C -0.04 1.54 -0.09
C -0.98 1.41 1.10
C 1.40 1.23 0.21
H -1.02 -3.29 -0.28
H -1.34 -1.54 -0.09
H -1.68 -2.66 1.26
H 2.83 -0.14 -0.64
H 0.96 0.15 -2.59
H 0.52 -1.19 -1.52
H -0.13 2.56 -0.51
H -2.02 1.55 0.78
H -0.75 2.17 1.86
H -0.89 0.42 1.55
H 0.01 -2.29 0.80
H 1.96 1.74 0.99
```

Results
**SMILES**: C[C@H]1C=CCO1.C
**E**: -8463.15095 eV
**Energy above the lowest of the compared OMol25 structures with the same formula, charge and spin**: 1.203 eV